[1]
A structure of composition C40H63BN2OP2SiTa, computed with ωB97M-V/def2-TZVPD.

Last column: Mulliken charge in e.
CARTESIAN COORDINATES (ANGSTROEM)
Ta: 0.333 -0.777 0.239  -1.44
P: -0.073 -0.330 2.830  -0.29
P: 2.397 0.028 -1.219  0.26
Si: -2.575 -0.513 -1.720  0.09
O: -1.286 -0.558 -0.414  0.21
N: 1.631 2.187 0.141  1.08
N: -0.129 1.990 1.616  0.77
C: -2.785 -3.997 -3.944  -0.88
C: 5.073 -0.924 -0.857  -1.65
C: -1.112 -1.800 3.339  2.24
C: -3.079 -2.792 -3.322  -0.43
C: 0.143 4.283 2.662  -1.05
C: 0.460 3.251 1.788  0.08
C: 3.102 -2.432 -0.318  -0.85
C: -1.564 -4.616 -3.725  -0.73
C: -0.216 -3.047 3.276  -1.62
C: -2.069 0.980 -2.679  0.44
C: -2.214 -1.993 2.293  -2.26
C: 2.439 -0.151 -3.072  2.37
C: 1.983 5.548 1.709  -0.81
C: 0.341 0.960 5.244  -1.83
C: 1.155 0.172 4.196  2.37
C: -2.162 -2.170 -2.468  0.77
C: -2.013 2.155 -4.793  -0.80
C: 1.194 0.571 -3.601  -2.26
C: 2.410 -1.614 -3.510  -1.82
C: 2.591 1.842 -0.880  -1.61
C: -1.648 2.153 -2.042  1.18
C: -4.840 -1.648 -0.422  -1.59
C: -2.261 1.002 -4.062  -0.11
C: 1.787 -1.066 4.841  -2.02
C: -1.401 3.307 -2.768  -0.92
C: -1.027 1.247 2.494  -0.89
C: -4.245 0.721 0.187  -1.44
C: -1.580 3.306 -4.148  -0.76
C: -1.770 -1.653 4.714  -1.83
C: -5.190 0.218 -2.061  -1.72
C: -4.276 -0.320 -0.942  1.98
C: 0.921 5.426 2.612  -0.90
C: 3.707 0.519 -3.625  -1.63
C: 3.648 -0.998 -0.314  1.27
C: -0.630 -4.023 -2.884  -1.18
C: 1.534 3.372 0.882  0.61
C: -0.941 -2.818 -2.279  -0.32
C: 2.299 4.530 0.828  -1.16
C: 2.290 1.085 3.718  -1.79
C: 3.598 -0.507 1.135  -2.26
B: 0.608 1.332 0.595  1.70
H: 0.906 0.931 6.177  0.53
H: 2.580 -0.586 1.560  0.23
H: 2.400 2.378 -1.813  0.81
H: -4.909 1.226 -2.370  0.34
H: -2.462 -0.809 4.744  0.42
H: 3.913 0.528 1.256  0.47
H: 2.739 1.513 4.617  0.62
H: 3.865 1.526 -3.235  0.34
H: 1.255 1.656 -3.514  0.38
H: 4.604 -0.070 -3.447  0.37
H: -1.248 1.786 3.414  0.75
H: -1.338 -5.558 -4.207  0.44
H: -2.350 -2.556 4.911  0.48
H: 2.300 -1.700 4.115  0.36
H: 0.256 -3.159 2.284  0.22
H: 1.965 1.918 3.099  0.30
H: 0.569 -3.073 4.024  0.38
H: 3.689 -3.053 0.360  0.55
H: -2.858 -1.125 2.166  0.58
H: 2.540 -0.711 5.546  0.56
H: -0.647 0.556 5.459  0.32
H: -2.592 0.111 -4.586  0.37
H: -5.059 -2.339 -1.236  0.37
H: -1.973 1.035 1.995  -0.25
H: 3.112 4.638 0.121  0.56
H: 4.234 -1.138 1.759  0.88
H: 5.408 0.105 -0.999  0.37
H: -1.524 2.184 -0.961  -0.20
H: 3.091 -2.905 -1.296  0.43
H: -2.162 2.159 -5.864  0.49
H: 2.368 -1.630 -4.600  0.59
H: -5.774 -1.465 0.112  0.57
H: 0.277 0.241 -3.110  0.08
H: -1.397 4.206 -4.719  0.44
H: 3.586 0.616 -4.706  0.55
H: 0.322 -4.506 -2.708  0.53
H: -0.692 4.209 3.347  0.56
H: -1.824 -2.293 1.311  0.10
H: -3.833 0.305 1.108  0.19
H: 2.560 6.462 1.696  0.48
H: -1.087 4.211 -2.264  0.55
H: 1.080 -1.667 5.408  0.38
H: 1.086 0.334 -4.660  0.76
H: -4.047 -2.339 -3.507  0.35
H: -5.197 -0.419 -2.949  0.29
H: 0.699 6.250 3.276  0.48
H: -1.052 -1.548 5.523  0.44
H: -6.213 0.252 -1.681  0.61
H: 1.527 -2.146 -3.156  0.16
H: 2.054 -2.482 0.080  -0.27
H: -2.843 -2.826 2.613  0.79
H: -4.160 -2.159 0.262  0.15
H: -5.266 1.035 0.415  0.62
H: -0.843 -3.928 3.417  0.51
H: 5.749 -1.392 -0.140  0.46
H: 3.308 -2.160 -3.222  0.39
H: 5.175 -1.456 -1.802  0.38
H: -3.688 1.623 -0.078  0.21
H: 0.243 2.008 4.963  0.43
H: 3.618 2.065 -0.574  0.59
H: -0.161 -2.383 -1.629  0.74
H: -3.514 -4.455 -4.598  0.49
H: 3.078 0.530 3.218  0.35

Computed properties:
**Charge**: +3

[2]
A cluster of 3 separate species, C40H63ClN4O8S2 in total, computed with ωB97M-V/def2-TZVPD.

Last column: Mulliken charge in e.
CARTESIAN COORDINATES (ANGSTROEM)
Cl: 5.858 1.988 6.213  -0.22
S: -7.249 5.490 0.480  1.19
S: -5.532 0.227 0.649  1.10
O: -0.321 1.482 4.805  -0.54
O: -2.093 -1.356 2.384  -0.34
O: -4.583 -0.375 1.561  -0.79
O: -6.919 4.714 1.659  -0.66
O: 6.020 0.188 -6.884  -0.59
O: -5.125 0.855 -0.592  -0.70
O: -8.616 5.718 0.061  -0.67
O: 3.672 0.526 -6.367  -0.28
N: 3.853 -0.598 1.924  -0.32
N: 6.135 0.046 -3.035  -0.52
N: 1.452 -1.381 4.111  -0.31
N: 1.194 2.488 3.099  -0.54
C: -6.333 4.847 -0.906  -0.64
C: 4.847 -0.358 -6.460  0.58
C: 2.738 -2.235 0.094  0.32
C: -6.564 1.359 1.569  0.05
C: 0.922 1.947 4.511  0.39
C: 0.225 -7.555 -0.009  -0.42
C: -6.811 -0.963 0.297  -0.72
C: 3.756 0.008 3.295  0.26
C: 1.275 0.880 -4.395  -0.32
C: 0.653 -0.607 -2.243  1.22
C: 4.926 1.122 3.701  -0.84
C: 4.607 0.006 -2.876  0.40
C: 2.416 -0.189 -6.666  -0.85
C: 0.146 0.638 -3.191  -0.79
C: 0.418 -3.006 2.229  0.49
C: -2.214 -2.698 3.015  -0.31
C: 0.340 -3.284 -2.849  -0.58
C: 2.588 0.369 5.816  -0.62
C: 2.568 -0.398 4.330  0.11
C: 1.534 -3.299 -0.356  -0.08
C: 4.176 -0.322 -1.297  -0.38
C: 7.479 0.371 4.464  -0.96
C: -0.876 -4.740 0.369  -0.22
C: -0.765 -3.416 3.330  -1.11
C: -5.819 6.086 -1.624  -0.72
C: -7.976 0.777 1.531  -0.64
C: 1.414 -4.006 -1.830  -0.81
C: 3.904 -1.916 -1.014  -0.91
C: -6.409 7.065 0.559  -0.63
C: -5.332 7.029 -0.524  -0.63
C: 0.347 -3.699 0.745  0.36
C: -0.351 -1.918 -2.258  -0.50
C: 4.893 -1.948 -6.051  -0.62
C: -0.400 -6.343 0.412  -0.32
C: 2.115 1.943 5.658  -0.47
C: 1.559 -0.496 -5.275  0.69
C: 1.587 -1.912 2.711  0.28
C: 2.736 -1.556 1.616  0.35
C: -7.845 -0.739 1.391  -0.59
C: 5.921 0.624 4.906  0.12
H: -2.726 -2.519 4.077  0.33
H: 0.683 -8.550 -0.484  0.33
H: -6.181 1.411 2.592  0.40
H: 2.542 -1.141 -7.337  0.34
H: -5.975 7.196 1.553  0.34
H: -0.551 -4.052 -3.035  0.38
H: 3.750 -2.428 -2.059  -0.01
H: 4.092 -0.721 -3.648  -0.64
H: 1.749 -0.147 6.491  0.36
H: 4.915 -2.376 -0.578  0.49
H: -7.491 -1.168 2.336  0.27
H: 0.877 1.814 2.368  0.27
H: 1.627 2.288 6.688  0.35
H: 4.255 1.127 -3.087  0.10
H: -3.043 -1.012 2.301  0.37
H: -8.517 1.178 0.664  0.26
H: -1.247 -4.419 -0.718  0.17
H: 1.729 -1.022 -2.538  -1.07
H: 5.740 -2.131 -5.246  0.24
H: 7.768 0.989 3.505  0.27
H: -6.394 -1.972 0.301  0.40
H: 4.423 2.180 3.888  0.31
H: 0.508 -0.971 -5.569  0.36
H: -8.801 -1.208 1.142  0.37
H: -0.857 -2.089 -1.199  -0.11
H: 8.162 0.617 5.400  0.32
H: -0.910 0.454 -3.689  0.33
H: -6.983 4.229 -1.529  0.46
H: -5.507 4.248 -0.512  0.35
H: -0.958 -4.591 3.286  0.28
H: 0.751 -0.287 -1.098  0.21
H: 0.848 1.753 -5.078  0.39
H: 5.546 -0.347 5.464  0.32
H: -1.246 -1.649 -2.990  0.45
H: 5.616 1.278 2.740  0.25
H: 3.323 0.398 -0.944  0.29
H: 0.135 1.602 -2.488  0.28
H: -6.523 2.347 1.105  -0.38
H: 5.210 -2.589 -7.005  0.31
H: -5.020 5.839 -2.329  0.33
H: -0.478 -3.159 4.436  0.36
H: 1.742 0.577 -7.283  0.36
H: 2.220 2.706 3.001  0.33
H: -7.223 -0.730 -0.689  0.35
H: -4.396 6.644 -0.101  0.30
H: 3.595 0.221 6.393  0.23
H: -8.542 1.053 2.426  0.35
H: 6.517 0.940 -2.630  0.29
H: 2.226 1.309 -3.864  -0.06
H: -7.144 7.851 0.366  0.35
H: -5.129 8.032 -0.912  0.32
H: 7.572 -0.793 4.219  0.27
H: 0.844 -3.143 -3.920  0.19
H: 2.988 2.692 5.446  0.26
H: 2.423 -4.122 -2.412  0.36
H: 6.583 -0.798 -2.616  0.25
H: -6.632 6.561 -2.185  0.33
H: -2.964 -3.373 2.406  0.27
H: 1.008 -5.111 -1.658  0.05
H: -1.817 -4.654 1.062  0.16
H: 2.142 -1.324 -4.677  -0.65
H: 5.144 -0.036 -0.660  0.34
H: 3.861 -2.380 -5.684  0.14

Computed properties:
**Charge**: 0
**SMILES string**: C#CCc1c(CCCCCCCCOC(C)=O)c(CCCN)c2nc(C[C@@H](C)Cl)c(CCC(N)=O)nc2c1CCO.O=S1(=O)CCCC1.O=S1(=O)CCCC1

[3]
A structure of composition C40H63N10O5SSbY, computed with ωB97M-V/def2-TZVPD.

Last column: Mulliken charge in e.
CARTESIAN COORDINATES (ANGSTROEM)
Sb: -1.667 -1.475 1.766  0.33
Y: 0.158 0.876 -0.197  0.30
S: 1.003 -1.112 -3.058  -0.20
O: -3.895 -2.544 -4.288  -0.46
O: -0.133 0.795 3.737  -0.75
O: -0.024 1.944 1.834  -0.93
O: -1.571 2.291 -0.854  -0.67
O: -1.326 -0.365 -1.079  0.45
N: 1.693 -0.614 0.933  1.56
N: -2.357 2.128 6.448  -0.17
N: 2.588 -2.826 -4.261  -0.08
N: -3.938 0.485 6.755  -0.43
N: 3.617 -1.250 -2.831  0.33
N: -1.882 -0.055 5.843  -0.15
N: -2.786 2.060 1.875  -0.29
N: 2.498 -2.758 1.551  0.65
N: 1.358 2.036 -1.619  0.84
N: 0.912 -2.508 -0.125  2.32
C: 2.645 -0.954 3.178  0.10
C: -2.237 -0.271 -2.016  -0.82
C: 5.024 -1.341 -3.203  -0.99
C: 3.210 -2.282 2.735  -1.01
C: 3.355 2.179 -0.244  -0.48
C: -3.596 -1.306 2.728  -1.28
C: -2.032 2.081 3.121  1.99
C: 3.597 1.978 -2.621  0.18
C: 5.559 2.019 -1.207  -0.54
C: -2.843 0.975 -2.359  0.20
C: 2.527 -1.787 -3.406  0.39
C: -2.450 2.219 -1.732  1.26
C: 1.740 -1.921 0.792  -1.33
C: 4.975 1.958 -2.470  -0.70
C: -1.084 3.721 4.984  -0.53
C: -1.041 2.666 6.084  -0.81
C: -2.721 0.858 6.330  0.85
C: -3.600 -1.369 -3.690  0.83
C: 2.713 -4.165 1.213  -0.79
C: -4.873 -2.550 -5.321  -0.98
C: -3.819 0.984 -3.369  -1.24
C: -0.626 1.546 2.879  1.18
C: -2.412 -3.101 0.581  -1.12
C: 1.223 4.084 -2.949  -0.04
C: 4.734 2.129 -0.097  -0.63
C: 1.548 -4.751 0.442  -0.48
C: 3.672 -3.738 -4.601  -1.03
C: -0.049 2.179 -3.632  0.42
C: -0.849 -2.784 3.283  -1.31
C: -2.638 -1.421 -2.698  -0.02
C: 2.751 2.077 -1.502  -0.58
C: 1.222 -3.809 -0.694  -0.48
C: -1.996 3.475 3.772  -1.35
C: -0.199 4.232 -4.889  -0.63
C: 0.710 4.812 -4.007  -0.66
C: 0.845 2.750 -2.733  -0.39
C: 2.570 -0.050 1.968  -1.15
C: -0.572 2.913 -4.692  -1.01
C: -4.211 -0.149 -4.037  -1.20
C: -3.109 3.511 -2.131  -2.09
H: 5.501 -0.427 -2.855  0.22
H: -0.416 1.835 5.782  0.31
H: 2.071 -3.743 -1.386  0.01
H: -3.702 2.472 2.004  0.32
H: -4.274 -0.447 6.591  0.21
H: -3.850 -2.268 3.177  0.45
H: -2.163 -2.363 -2.462  0.63
H: 3.090 -3.038 3.515  0.50
H: -4.188 3.467 -1.976  0.44
H: 2.868 -4.704 2.149  0.42
H: -4.324 -1.069 1.953  0.41
H: 3.572 0.103 1.554  0.18
H: 5.531 -2.184 -2.736  0.31
H: 1.017 5.842 -4.143  0.41
H: 3.636 -4.264 0.629  0.31
H: 1.807 -5.743 0.075  0.45
H: 3.226 -4.691 -4.877  0.34
H: 3.382 -0.465 -2.239  -0.46
H: -2.682 4.314 -1.536  0.37
H: -0.598 4.800 -5.720  0.40
H: -2.813 -3.869 1.243  0.57
H: 1.640 -1.081 3.585  -0.36
H: -1.624 -3.522 -0.040  0.06
H: -3.029 3.721 4.037  0.48
H: -5.842 -2.216 -4.947  0.37
H: 0.520 -1.866 -0.806  -1.53
H: -2.513 1.374 3.803  -1.27
H: -3.207 -2.729 -0.065  0.42
H: -2.227 -0.992 5.708  0.31
H: 3.155 1.922 -3.608  0.40
H: -1.263 2.433 -5.376  0.46
H: -1.377 4.678 5.425  0.52
H: -0.423 -2.223 4.118  0.25
H: 3.275 -0.517 3.953  0.44
H: -1.705 4.189 2.998  0.25
H: -4.961 -0.088 -4.808  0.46
H: -0.051 3.850 4.652  0.30
H: 5.602 1.901 -3.352  0.50
H: -1.113 0.230 5.218  -0.20
H: 2.724 2.343 0.624  0.65
H: 0.674 -4.842 1.092  0.12
H: -1.625 -3.461 3.642  0.65
H: -4.565 -1.921 -6.158  0.38
H: 5.150 -1.392 -4.281  0.36
H: 2.175 0.921 2.255  0.26
H: 4.281 -2.199 2.520  0.27
H: -3.639 -0.516 3.481  0.13
H: 4.317 -3.918 -3.748  0.32
H: -0.044 -3.373 2.839  0.13
H: -2.919 3.717 -3.185  0.43
H: -4.562 1.135 7.198  0.17
H: -4.280 1.923 -3.645  0.42
H: -0.593 3.098 6.980  0.40
H: 1.925 4.544 -2.263  0.46
H: 1.691 -3.014 -4.678  0.29
H: 0.359 -4.140 -1.270  0.35
H: -4.950 -3.580 -5.653  0.26
H: -3.041 2.776 6.804  0.25
H: -2.302 2.605 1.164  0.13
H: 6.635 2.010 -1.095  0.44
H: -0.313 1.135 -3.529  0.26
H: 5.169 2.215 0.893  0.48
H: 4.273 -3.387 -5.440  0.34

Computed properties:
**Charge**: +1
**Relative energy (zero: lowest compared OMol25 entry of this formula, charge and spin)**: 0.923 eV

[4]
A cluster of 2 separate species, C40H64BNO7PSSi in total, computed with ωB97M-V/def2-TZVPD.

Last column: Mulliken charge in e.
CARTESIAN COORDINATES (ANGSTROEM)
S: -1.606 3.327 -1.925  -0.26
P: -2.347 2.085 -3.260  0.06
Si: -0.759 -9.665 -1.375  0.62
O: 1.568 3.436 2.470  -0.77
O: 0.282 -8.601 -0.496  -0.27
O: -1.857 -4.840 -0.617  -0.58
O: -3.666 0.649 -0.865  -0.67
O: 1.637 1.054 -2.588  -0.46
O: 1.508 2.351 -4.681  -0.56
O: 0.854 -2.984 -4.700  -0.60
N: 2.787 3.998 2.144  0.22
C: -2.071 7.179 0.349  0.08
C: 2.731 -4.555 -2.826  -0.72
C: -2.218 -0.330 2.120  -0.57
C: -2.426 -1.664 -0.811  0.36
C: -1.346 -2.539 -1.557  0.09
C: -2.324 1.261 1.885  -0.14
C: -2.081 -8.790 -2.450  -0.98
C: 1.169 -5.691 -0.456  0.41
C: 0.410 -6.375 0.781  -0.88
C: 5.318 4.302 0.650  -0.76
C: -0.005 0.124 -4.562  -1.45
C: 0.475 -4.613 -1.323  0.44
C: 0.299 -10.768 -2.580  -1.04
C: 2.780 4.776 0.894  2.12
C: 3.961 2.992 4.042  -1.96
C: 3.928 1.742 1.879  -1.60
C: 3.432 -5.649 -1.935  -0.57
C: 1.277 -4.041 -2.536  0.32
C: 2.628 -6.221 -0.737  -0.51
C: -3.505 -1.145 1.598  -0.80
C: -2.679 -0.231 -1.418  0.31
C: -3.371 7.010 1.285  -0.81
C: -3.747 5.483 1.628  -0.51
C: -1.896 0.330 -2.656  0.10
C: -0.997 -4.047 -1.107  0.12
C: -2.625 4.724 2.511  0.28
C: 2.903 6.248 1.339  -1.81
C: -3.184 -2.237 0.469  -0.36
C: -0.526 -1.998 -2.803  0.03
C: -3.161 3.369 3.212  -1.08
C: -0.448 -7.683 0.356  -0.19
C: 3.928 3.151 2.506  1.81
C: -0.964 8.099 1.121  -1.09
C: -0.783 -0.552 -3.347  0.58
C: -1.701 -10.934 -0.252  -0.99
C: 5.226 3.895 2.119  -1.38
C: 3.961 4.415 -0.036  -1.22
C: -2.093 2.164 3.194  -0.28
C: 0.540 -2.953 -3.476  0.31
C: 1.509 4.663 0.025  -1.42
B: 1.087 1.182 -3.910  0.50
H: -3.786 2.267 -3.271  0.14
H: -2.367 5.449 3.374  0.28
H: -1.479 9.014 1.594  0.38
H: 3.815 6.426 1.914  0.36
H: 5.852 5.256 0.579  0.30
H: -2.623 -9.542 -3.124  0.34
H: -1.040 -11.338 0.599  0.27
H: -1.679 4.588 1.887  -0.24
H: -1.621 1.530 1.020  0.14
H: 3.915 3.967 4.538  0.43
H: -1.444 -7.319 -0.073  0.22
H: -1.265 -0.686 1.580  0.27
H: -1.045 2.652 3.089  0.03
H: 3.950 1.761 0.786  0.27
H: -3.405 1.471 1.523  -0.01
H: -0.733 0.715 -5.240  0.25
H: -2.895 -8.271 -1.823  0.30
H: 1.579 5.319 -0.851  0.39
H: -1.538 -8.043 -3.131  0.26
H: 3.349 -4.184 -3.716  0.34
H: 1.222 -6.738 1.505  0.48
H: 5.930 3.577 0.101  0.39
H: 6.106 3.294 2.378  0.53
H: -3.929 -1.724 2.507  0.45
H: -4.262 7.450 0.687  0.28
H: 1.365 3.642 -0.343  0.03
H: -2.653 -10.432 0.171  0.27
H: -1.997 -11.834 -0.902  0.28
H: 0.663 2.851 -4.821  0.32
H: -4.724 5.517 2.250  0.36
H: -3.960 4.964 0.622  0.10
H: -3.237 1.508 -0.596  0.09
H: 3.129 2.386 4.410  0.32
H: -4.158 3.111 2.685  0.38
H: -2.361 7.782 -0.593  0.35
H: -3.450 3.651 4.290  0.33
H: 3.750 3.462 -0.534  0.05
H: 4.040 5.149 -0.850  0.63
H: 2.058 6.540 1.968  0.29
H: 4.887 2.502 4.365  0.41
H: -2.053 1.563 4.169  0.45
H: 1.547 1.968 -2.204  0.29
H: -0.323 -5.626 1.264  0.21
H: 3.047 -7.044 -0.047  0.26
H: 4.475 -6.056 -2.133  0.32
H: -1.844 2.357 -4.573  0.13
H: 0.545 -0.602 -5.250  0.35
H: -1.628 6.193 -0.031  -0.11
H: -4.356 -0.486 1.217  0.31
H: -4.096 -2.832 0.109  0.37
H: 3.049 1.166 2.180  0.31
H: -0.205 8.536 0.367  0.30
H: 0.415 -11.836 -2.172  0.29
H: 0.610 4.964 0.569  0.06
H: -2.120 -0.485 3.264  0.43
H: -3.262 7.673 2.212  0.39
H: 1.305 -10.282 -2.831  0.27
H: 4.808 1.176 2.208  0.37
H: -0.448 7.431 1.898  0.19
H: 2.921 6.927 0.477  0.32
H: -0.686 -8.267 1.331  0.24
H: -2.469 -3.007 0.958  0.09
H: -0.312 -10.827 -3.552  0.28
H: 5.310 4.803 2.728  0.33

Computed properties:
**Charge**: -1
**Relative energy (zero: lowest compared OMol25 entry of this formula, charge and spin)**: 8.630 eV

no.,calculated total energy (eV),frontier orbital gap (eV)
1,-76192.2364,5.38
2,-99008.8211,6.78
3,-86059.3053,6.49
4,-87009.8334,1.70